Entry 1:
Here is C39H37N8O3RbS3 as an isolated structure in a non-equilibrium geometry from OMol25. Energies are from ωB97M-V/def2-TZVPD.

gap between HOMO and LUMO	4.259	eV
charge	-2

Each line ends with the Löwdin charge.
Element x y z (Å)
Rb 0.175 0.931 0.861  0.76
C -2.950 2.838 -0.357  -0.01
C -2.107 2.035 -1.313  -0.33
N -0.852 2.258 -1.305  -0.07
N -0.046 1.470 -2.068  -0.16
C 0.893 1.985 -2.775  -1.23
S 1.383 3.599 -2.985  0.37
S 1.771 0.727 -3.759  0.81
C 0.420 -0.459 -4.084  -0.42
C -0.476 -0.097 -5.239  -0.26
C -0.864 1.216 -5.503  -0.04
C -1.683 1.509 -6.582  -0.09
C -2.137 0.497 -7.417  -0.12
C -1.775 -0.814 -7.153  -0.12
C -0.952 -1.105 -6.075  -0.06
C -2.798 1.007 -2.132  -0.13
C -3.692 1.389 -3.119  -0.08
C -4.387 0.462 -3.888  -0.16
C -4.173 -0.893 -3.636  -0.15
C -3.293 -1.305 -2.659  -0.05
C -2.546 -0.388 -1.848  -0.45
O -1.750 -0.782 -0.942  -0.16
H -2.485 3.802 -0.150  0.06
H -3.953 2.980 -0.758  0.07
H -3.039 2.286 0.585  0.09
H 0.899 -1.422 -4.264  0.07
H -0.145 -0.507 -3.149  0.06
H -0.514 2.021 -4.871  0.08
H -1.965 2.537 -6.773  0.10
H -2.768 0.729 -8.267  0.08
H -2.134 -1.616 -7.790  0.09
H -0.672 -2.133 -5.874  0.10
H -3.830 2.450 -3.313  0.11
H -5.072 0.785 -4.663  0.07
H -4.716 -1.633 -4.219  0.08
H -3.124 -2.364 -2.486  0.09
O -1.205 3.384 4.918  0.01
C -0.381 3.186 4.019  -0.47
N 0.499 2.197 3.931  0.15
C 1.327 1.638 4.782  -0.49
O 1.940 2.143 5.737  -0.01
C 1.625 0.183 4.450  -0.19
C 2.279 -0.592 5.409  -0.01
C 2.571 -1.913 5.124  -0.08
C 2.207 -2.424 3.884  -0.09
C 1.545 -1.582 3.003  -0.19
N 1.253 -0.316 3.273  0.04
C -0.424 4.070 2.782  -0.21
C -1.306 5.147 2.766  -0.02
C -1.336 5.970 1.652  -0.09
C -0.483 5.694 0.595  -0.08
C 0.364 4.599 0.702  -0.15
N 0.400 3.806 1.768  0.06
H 2.550 -0.123 6.344  0.11
H 3.072 -2.541 5.852  0.09
H 2.436 -3.445 3.607  0.10
H 1.225 -1.948 2.030  0.10
H -1.945 5.307 3.622  0.10
H -2.014 6.815 1.606  0.09
H -0.474 6.301 -0.300  0.10
H 1.036 4.349 -0.113  0.07
N 7.486 -2.805 1.675  0.07
C 7.101 -2.278 0.485  -0.81
S 7.959 -2.692 -0.875  0.63
C 5.917 -1.412 0.485  -0.24
C 5.287 -1.052 -0.709  -0.02
C 4.128 -0.296 -0.673  -0.09
N 3.570 0.133 0.459  0.09
C 4.191 -0.163 1.596  -0.13
C 5.344 -0.923 1.665  -0.01
H 8.393 -3.238 1.687  0.08
H 7.175 -2.373 2.530  0.08
H 5.706 -1.384 -1.647  0.08
H 3.609 -0.026 -1.588  0.08
H 3.742 0.229 2.502  0.11
H 5.776 -1.112 2.639  0.10
C -3.383 -3.548 3.703  -0.05
C -2.407 -3.454 2.521  -0.59
C -3.068 -3.964 1.235  -0.04
C -1.129 -4.246 2.833  -0.05
C -2.038 -2.047 2.345  -0.17
N -1.751 -0.947 2.198  0.18
H -3.653 -4.592 3.873  0.08
H -4.290 -2.979 3.496  0.09
H -2.927 -3.148 4.609  0.09
H -3.415 -4.989 1.381  0.08
H -2.364 -3.936 0.404  0.09
H -3.917 -3.336 0.967  0.09
H -1.382 -5.284 3.059  0.08
H -0.612 -3.813 3.689  0.08
H -0.451 -4.226 1.979  0.09

Cartesian forces, eV/Å:
Rb 0.097 -0.203 0.146
C 0.191 0.041 0.018
C 0.028 -0.235 -0.335
N -0.007 1.247 0.249
N -0.162 -0.978 -0.599
C -0.328 0.140 0.211
S 0.206 0.202 -0.037
S -0.094 0.027 -0.121
C 0.216 0.204 0.223
C 0.023 -0.075 -0.085
C 0.024 0.043 0.021
C 0.004 -0.060 -0.025
C -0.038 0.013 -0.039
C -0.018 -0.051 -0.056
C 0.017 0.050 0.046
C 0.156 -0.263 -0.019
C 0.027 -0.033 0.058
C -0.129 0.039 -0.080
C -0.033 0.068 -0.006
C 0.070 -0.034 -0.018
C -0.130 -0.001 -0.067
O 0.107 0.033 0.213
H 0.002 -0.018 0.050
H -0.019 0.017 0.020
H -0.111 0.001 -0.013
H -0.047 -0.039 0.008
H -0.067 -0.095 -0.006
H 0.053 0.002 0.045
H -0.002 0.001 0.027
H -0.020 0.001 0.027
H 0.008 0.000 0.004
H 0.002 -0.004 0.006
H -0.023 0.009 0.033
H 0.040 0.000 -0.018
H 0.051 -0.022 -0.008
H 0.014 0.010 0.041
O 0.164 0.122 -0.070
C -0.042 -0.075 0.260
N 0.061 -0.387 -0.298
C -0.198 0.462 -0.049
O -0.051 -0.183 0.085
C 0.132 -0.152 0.212
C 0.086 -0.035 -0.022
C -0.040 0.054 -0.054
C 0.029 -0.055 0.027
C -0.016 -0.182 0.025
N 0.128 -0.084 0.114
C -0.153 0.302 -0.005
C -0.042 -0.018 -0.013
C 0.113 -0.035 -0.049
C -0.046 0.072 0.087
C 0.118 0.091 -0.170
N -0.050 0.010 0.087
H -0.018 0.037 -0.011
H 0.019 0.010 -0.001
H -0.055 -0.003 -0.028
H 0.034 -0.007 -0.011
H 0.011 -0.045 0.023
H -0.016 -0.010 0.013
H 0.019 -0.050 -0.034
H -0.097 -0.029 -0.064
N -0.159 0.533 0.014
C 0.963 -0.756 -0.213
S -0.222 0.152 0.152
C -0.883 0.604 0.040
C 0.342 -0.269 0.177
C -0.221 0.124 -0.040
N 0.026 -0.021 0.003
C -0.118 0.182 0.120
C 0.311 -0.223 -0.172
H -0.002 -0.084 -0.035
H -0.072 -0.153 -0.012
H -0.051 -0.001 -0.046
H 0.012 -0.027 -0.021
H 0.005 -0.032 0.004
H -0.085 0.038 0.033
C 0.033 0.057 -0.023
C -0.074 -0.276 0.101
C 0.041 0.084 -0.039
C -0.007 0.060 -0.012
C 0.020 0.191 -0.160
N -0.036 0.028 0.173
H 0.004 -0.008 -0.017
H -0.006 -0.004 0.007
H -0.014 -0.011 0.018
H 0.027 -0.016 0.033
H -0.026 0.048 -0.022
H -0.004 -0.016 -0.021
H -0.022 -0.005 -0.032
H 0.014 -0.036 0.023
H 0.005 -0.010 0.000

Entry 2:
Here is C40H27AsCrN5O2 as an isolated structure from OMol25. Energies are from ωB97M-V/def2-TZVPD.

2S+1	5
gap between HOMO and LUMO (alpha / beta)	6.464 / 6.330	eV
charge	+1

Each line ends with the Löwdin charge.
Element x y z (Å)
Cr 0.428 -0.238 -0.005  0.67
O -5.024 -3.915 1.604  -0.01
C -4.630 -3.837 0.428  -0.68
O -5.180 -4.001 -0.674  -0.01
C -3.179 -3.249 0.308  -0.06
C -2.672 -2.921 -0.944  0.07
C -1.556 -2.117 -1.010  -0.18
N -0.949 -1.699 0.114  0.03
C -1.357 -2.107 1.322  -0.18
C -2.481 -2.899 1.452  0.07
C -0.564 -1.549 2.436  -0.18
C -0.785 -1.882 3.762  0.03
C 0.009 -1.313 4.742  -0.02
C 0.990 -0.403 4.379  -0.03
C 1.146 -0.109 3.040  -0.11
N 0.403 -0.673 2.085  0.02
C -0.995 -1.530 -2.242  -0.20
C -1.440 -1.870 -3.512  0.02
C -0.910 -1.217 -4.609  -0.01
C 0.052 -0.233 -4.417  -0.03
C 0.457 0.041 -3.129  -0.11
N -0.043 -0.593 -2.062  0.01
H -3.261 -3.233 -1.799  0.13
H -2.922 -3.195 2.397  0.13
H -1.567 -2.583 4.019  0.13
H -0.144 -1.570 5.783  0.13
H 1.627 0.068 5.114  0.12
H 1.900 0.594 2.707  0.11
H -2.200 -2.630 -3.632  0.13
H -1.249 -1.467 -5.607  0.13
H 0.486 0.306 -5.247  0.12
H 1.216 0.788 -2.930  0.11
N 7.535 2.198 -0.400  0.21
C 6.442 1.846 -0.353  -0.15
C 5.077 1.409 -0.291  -0.19
C 4.771 0.052 -0.307  0.03
C 3.443 -0.319 -0.240  -0.09
N 2.445 0.570 -0.162  -0.04
C 2.747 1.874 -0.149  -0.10
C 4.045 2.339 -0.211  0.03
H 5.549 -0.695 -0.371  0.14
H 3.163 -1.366 -0.249  0.13
H 1.912 2.560 -0.085  0.12
H 4.251 3.400 -0.198  0.14
C -2.762 6.216 -0.563  -0.07
C -1.987 5.498 -1.464  -0.08
C -1.663 4.176 -1.197  -0.13
C -2.130 3.566 -0.037  -0.39
C -2.910 4.284 0.862  -0.09
C -3.220 5.610 0.598  -0.07
As -1.678 1.705 0.259  1.35
C -2.431 1.235 1.978  -0.34
C -2.004 1.658 3.231  -0.11
C -2.646 1.182 4.365  -0.08
C -3.686 0.265 4.244  -0.06
C -4.107 -0.167 2.996  0.00
C -3.494 0.335 1.849  -0.19
C -3.881 0.021 0.465  -0.19
C -4.909 -0.836 0.089  0.00
C -5.200 -1.010 -1.257  -0.05
C -4.479 -0.326 -2.227  -0.07
C -3.434 0.517 -1.863  -0.10
C -3.133 0.680 -0.522  -0.31
H -3.010 7.249 -0.768  0.11
H -1.632 5.969 -2.372  0.11
H -1.047 3.624 -1.898  0.09
H -3.287 3.809 1.758  0.10
H -3.828 6.169 1.298  0.11
H -1.196 2.374 3.329  0.11
H -2.336 1.524 5.345  0.11
H -4.181 -0.108 5.133  0.11
H -4.919 -0.882 2.918  0.12
H -5.476 -1.388 0.830  0.12
H -5.988 -1.695 -1.546  0.12
H -4.732 -0.452 -3.274  0.11
H -2.866 1.036 -2.629  0.11

Cartesian forces, eV/Å:
Cr 0.018 -0.104 -0.028
O 0.065 -0.048 -0.321
C 0.050 0.215 -0.046
O 0.123 -0.148 0.374
C -0.184 -0.336 0.006
C -0.073 -0.018 -0.054
C -0.057 0.018 0.187
N 0.159 0.018 -0.077
C -0.096 -0.020 -0.104
C -0.039 -0.019 0.087
C 0.019 0.055 0.136
C -0.023 -0.050 0.028
C -0.052 0.017 0.036
C 0.017 -0.004 0.010
C 0.060 -0.044 0.001
N 0.040 0.093 -0.235
C -0.028 0.044 -0.108
C -0.022 -0.039 -0.009
C 0.000 0.018 -0.013
C -0.006 -0.018 -0.039
C 0.063 -0.023 0.018
N 0.149 0.061 0.198
H 0.094 0.023 0.009
H 0.078 0.051 -0.015
H 0.034 0.020 -0.011
H 0.008 0.012 -0.049
H -0.016 0.000 -0.008
H -0.001 0.014 0.001
H 0.024 0.025 0.011
H 0.014 0.004 0.027
H -0.015 -0.016 0.014
H -0.013 0.004 0.005
N -0.152 -0.048 0.005
C 0.269 0.081 -0.015
C -0.127 -0.047 0.010
C 0.025 0.021 0.000
C 0.034 -0.030 -0.018
N -0.315 -0.023 0.024
C -0.024 0.016 -0.005
C 0.030 0.027 -0.003
H -0.014 0.012 0.005
H 0.007 0.009 0.001
H -0.025 0.029 0.004
H -0.005 -0.019 0.002
C -0.001 0.028 -0.011
C 0.004 0.026 -0.014
C 0.026 0.006 0.047
C -0.010 -0.060 0.029
C -0.016 -0.022 -0.043
C -0.005 -0.009 -0.009
As -0.087 -0.372 0.041
C 0.070 0.183 0.126
C 0.007 0.014 -0.055
C 0.049 -0.018 0.082
C -0.005 -0.023 0.007
C -0.024 -0.006 -0.014
C 0.032 -0.001 0.116
C -0.069 0.022 -0.187
C -0.080 0.182 -0.016
C -0.155 0.063 -0.063
C -0.003 0.046 -0.030
C 0.062 -0.024 -0.001
C -0.035 0.128 -0.041
H 0.004 -0.023 0.002
H -0.006 -0.007 0.017
H 0.011 -0.027 -0.022
H -0.009 -0.012 0.046
H 0.005 -0.006 -0.005
H 0.019 -0.013 -0.008
H -0.021 -0.007 -0.047
H 0.027 0.012 -0.037
H 0.031 0.008 -0.029
H 0.012 0.039 -0.021
H 0.069 0.016 0.056
H 0.013 0.005 0.032
H -0.003 0.016 0.011

Computed values of energy above the lowest of the compared OMol25 structures with the same formula, charge and spin (unit: eV) for the preceding records, in sequence: 1.853, 0.000.